# 1
Density functional theory data (ωB97M-V/def2-TZVPD) for C45H36BrCl2FeN7O3Si as an isolated structure.

Calculated values
Multiplicity: 2
Total charge: -1
Relative energy (zero: lowest compared OMol25 entry of this formula, charge and spin) (eV): 0.000
HOMO energy (spin up / spin down) (eV): -5.49 / -5.48
Electronic energy (eV): -201177.074

XYZ file:
```
96
Properties=species:S:1:pos:R:3:forces:R:3:mulliken_charge:R:1
C -0.7675 3.2971 1.6473 0.002 -0.020 -0.005 -0.132
H 2.3718 1.5290 0.2946 -0.007 -0.010 -0.002 0.452
C 1.4984 2.0833 -1.8636 -0.047 -0.003 -0.008 -0.839
Cl 4.1385 -6.4260 0.3976 0.002 0.001 0.001 -0.266
C 0.2473 3.4329 0.6995 -0.035 0.001 0.008 0.497
C -0.4431 4.4736 -3.4480 -0.010 -0.023 0.004 -0.738
C -1.6873 -0.8157 -5.3748 0.002 0.004 0.011 -0.339
C -0.2914 4.5218 -2.0578 -0.004 0.002 0.011 1.058
C -2.7741 -2.8668 6.4941 -0.031 0.019 -0.049 -0.325
C -2.2344 -1.0622 0.6597 0.019 0.012 -0.010 0.044
H 0.4321 -4.0079 4.6839 0.007 0.001 0.000 0.476
C 1.6042 -3.8582 -1.4002 0.012 -0.042 -0.038 1.566
H 4.2162 0.0871 0.6783 -0.006 -0.002 0.004 0.525
H 1.6690 -0.0860 -3.4018 0.003 0.020 -0.010 0.310
H -0.8517 0.6306 3.2609 -0.003 -0.004 0.003 0.599
C -1.2592 1.6354 -1.4775 -0.048 -0.115 -0.008 -0.252
C -1.4953 -0.0544 2.7246 0.031 0.012 -0.040 -0.042
C -2.7993 -3.1003 5.1256 0.043 -0.098 0.134 -0.044
C -0.5961 3.7388 2.9513 0.006 0.000 0.002 -0.597
N 1.5551 0.6566 -1.4429 0.119 -0.070 -0.065 2.150
C -2.2755 -2.0675 -5.6733 -0.020 -0.006 -0.032 0.133
C -0.7799 6.8494 -3.5534 0.000 -0.006 -0.006 -0.439
C -0.4676 -3.6872 5.1899 0.020 0.004 -0.002 -0.478
N -4.2636 -2.5048 3.3875 0.038 -0.054 0.049 -0.360
H -0.3895 3.5221 -3.9681 0.000 -0.002 -0.002 0.299
C -1.6433 -3.5304 4.4785 0.003 -0.088 -0.009 0.246
C -2.4384 -0.8288 3.3989 -0.071 0.051 -0.002 -0.464
H -2.2048 1.6363 -0.9334 0.035 0.065 0.081 0.536
H 2.7229 -5.6022 -1.9484 0.008 0.005 -0.003 0.349
C 1.2483 -2.9187 -0.3822 0.095 0.093 0.181 -1.857
C 0.6037 4.3225 3.3356 0.000 -0.003 0.001 -0.529
C -2.8133 -1.9134 -1.4015 -0.030 0.035 -0.009 -0.111
H -1.6507 -3.7302 3.4148 -0.011 -0.005 0.017 0.374
H -1.6991 2.8176 1.3685 0.003 0.009 0.003 0.232
C 2.6846 -4.2519 1.1415 0.009 0.000 -0.008 -0.712
C 4.4543 0.5560 -1.4280 0.012 -0.003 0.001 -0.887
H 0.7424 4.6602 4.3553 0.001 0.000 -0.001 0.368
H 1.2713 2.0960 -2.9363 0.019 0.006 -0.001 0.610
O -0.4141 0.4053 0.6588 0.006 -0.092 -0.002 0.267
C -3.2608 -1.7298 2.7503 0.003 0.125 -0.060 -0.401
C -1.1217 -0.6066 -4.1272 0.098 0.066 -0.074 1.302
N -4.0842 -3.0589 4.4840 -0.039 0.023 -0.069 -0.694
H -3.6917 -2.5785 6.9910 0.005 0.002 0.009 0.401
C -0.3981 5.7687 -1.4390 0.034 0.001 -0.007 -0.327
H -0.7998 5.5506 -5.2653 0.002 -0.004 0.001 0.432
H 3.6292 -1.1550 -0.4041 -0.002 -0.006 -0.003 0.266
C -0.6818 5.6196 -4.1912 -0.003 0.010 -0.002 -0.731
C 2.2540 -0.1426 -2.4884 -0.006 -0.016 0.052 -1.092
C 3.0333 -5.1082 0.0971 -0.016 0.000 0.006 -0.067
H 1.7040 -0.0657 0.5498 0.013 -0.010 -0.001 -0.834
C -0.6398 6.9216 -2.1757 0.002 0.003 0.000 -0.740
C -1.5936 -2.9983 7.2103 0.025 0.003 -0.006 -0.486
H 3.7022 1.2049 -3.3649 -0.003 -0.006 -0.007 0.246
C -1.7026 0.2461 -6.3091 -0.004 0.010 0.009 -0.100
H 3.0894 -4.4027 2.1331 -0.004 0.001 -0.001 0.496
C -3.8226 -2.7012 -0.8127 -0.009 0.016 -0.003 -1.063
C -1.3264 -0.1974 1.3501 -0.021 0.002 -0.020 -0.649
H 5.4688 0.1584 -1.4885 0.001 0.004 -0.003 0.498
H 2.4697 2.5722 -1.7427 -0.009 0.024 0.022 0.223
N -2.7734 -3.0803 -5.9169 0.002 0.004 0.023 -0.595
H -4.7796 -3.2617 1.0158 0.002 -0.005 -0.003 0.531
H 2.5653 4.9207 2.7014 0.000 0.001 0.001 0.403
H -0.9703 7.7465 -4.1295 0.000 0.000 0.000 0.362
C -3.2017 -1.8195 1.3327 -0.017 -0.016 0.003 1.349
C 1.4416 4.0316 1.1031 -0.004 0.004 0.013 0.060
H 2.2486 4.1603 0.3876 -0.001 0.002 -0.001 0.386
Cl 1.3812 -2.1857 2.2364 -0.026 0.002 0.016 -0.213
N -0.6425 -0.4295 -3.0903 0.003 -0.181 0.117 -0.192
C 3.6917 0.3088 -2.7415 -0.004 0.004 0.002 -0.800
H 4.1762 -0.4765 -3.3260 -0.002 -0.004 0.001 0.517
C 2.4860 -4.9175 -1.1422 -0.014 -0.002 0.012 -1.049
C 1.0417 -3.8451 -2.7535 -0.063 0.004 0.031 -0.744
O 0.2604 -3.0503 -3.2168 -0.043 -0.010 0.012 -0.354
H -2.6282 -1.9550 -2.4652 0.028 -0.010 -0.020 0.189
O 0.4997 -1.9032 -0.5142 -0.066 -0.053 -0.340 0.931
Fe -0.3662 -0.1407 -1.1795 -0.211 0.162 0.159 -0.331
C 1.8227 -3.2139 0.9051 0.002 -0.004 -0.010 0.824
Si -0.0077 2.9252 -1.0879 0.068 0.026 -0.078 -1.111
C 1.6258 4.4681 2.4084 0.002 0.003 -0.004 -0.809
H -4.4246 -3.3344 -1.4493 0.002 -0.002 0.004 0.485
C 3.6946 -0.0716 -0.2681 -0.003 0.012 -0.005 -0.830
C -4.0166 -2.6621 0.5381 0.003 0.023 0.013 -0.876
H -1.3961 3.6177 3.6717 -0.002 -0.001 0.001 0.411
C 2.2995 0.5273 -0.1329 -0.009 0.057 -0.009 0.076
H 1.3864 -4.7022 -3.3728 0.052 0.027 -0.020 0.161
H -0.2905 5.8431 -0.3627 -0.006 -0.003 0.002 0.258
H 2.2234 -1.1830 -2.1691 0.001 -0.001 -0.004 -0.004
H 4.5533 1.6305 -1.2446 -0.004 0.001 0.001 0.301
N -1.7055 1.1259 -7.0575 0.012 0.002 -0.003 -0.580
H -1.4886 1.7493 -2.5407 -0.085 -0.051 0.026 0.469
N -2.0576 -1.1162 -0.6894 0.149 0.033 0.051 0.403
H -0.7205 7.8771 -1.6715 0.000 0.001 0.000 0.383
Br 1.1704 -3.6005 7.5171 -0.009 -0.001 -0.003 -0.215
C -0.4496 -3.4063 6.5480 -0.007 0.011 0.000 0.028
H -1.5678 -2.7992 8.2726 0.000 0.001 -0.001 0.410
H -2.5297 -0.7138 4.4720 0.010 0.020 -0.034 0.405
```
Forces are in eV/Å.



# 2
Density functional theory data (ωB97M-V/def2-TZVPD) for C30H27Br4CrO3S3Si as an isolated structure at a distorted geometry.

Calculated values
Multiplicity: 5
Total charge: -1
Relative energy (zero: lowest compared OMol25 entry of this formula, charge and spin) (eV): 0.510
HOMO energy (spin up / spin down) (eV): -3.33 / -4.46
Electronic energy (eV): -386669.335

XYZ file:
```
69
Properties=species:S:1:pos:R:3:forces:R:3:mulliken_charge:R:1
C 12.0186 9.1183 10.8177 -0.134 -1.477 0.968 0.153
C 11.8215 16.8365 12.2723 0.187 -0.336 -0.704 -0.836
H 12.8344 16.9642 12.7069 -0.789 -0.303 -0.049 0.321
H 8.7545 9.9684 6.2014 0.158 -0.279 -0.478 0.381
C 13.3682 14.4183 13.6717 0.021 0.097 -0.399 -0.755
H 11.3414 17.8119 12.3418 -0.116 -0.054 -0.109 0.529
C 11.0441 8.1340 10.4640 0.811 1.095 0.362 -0.444
H 11.0763 9.8801 7.2387 0.376 -0.199 -0.536 0.500
S 11.7044 14.0792 13.0284 -0.453 0.932 -0.153 -0.092
O 11.7565 13.7756 8.7097 -0.360 0.246 0.093 0.014
H 10.0238 15.5647 12.1717 1.058 -0.006 0.675 -0.031
C 13.8014 11.5964 7.7826 0.443 0.306 -0.522 0.234
H 16.9599 10.7807 6.8782 -0.085 -0.072 0.151 0.344
C 8.7946 14.9616 6.8890 0.084 0.030 -0.398 0.654
Br 8.1942 15.3605 5.0770 0.188 -0.081 0.556 -0.231
C 7.8541 10.8359 7.8724 0.584 0.740 0.271 -0.653
C 9.5938 14.3047 9.4199 -0.046 0.706 1.734 0.005
C 10.2306 10.2977 7.7351 -1.283 1.251 1.401 -0.508
H 15.4030 13.8824 13.2701 -0.095 -0.369 -0.053 0.636
C 13.5271 10.5564 8.6955 0.252 0.768 -0.380 0.649
C 13.8741 16.5614 10.1178 -0.561 0.154 0.657 -0.706
C 10.1151 14.5043 7.0767 -0.775 0.292 0.753 0.189
C 14.5048 9.5765 8.8908 0.026 0.772 -0.657 -0.554
C 8.9478 10.3431 7.1864 0.336 -0.558 -0.312 -0.895
C 15.7186 9.6322 8.2010 -0.232 -0.102 0.876 -0.800
H 6.8893 10.8652 7.4102 -0.376 -0.015 -0.212 0.407
C 10.9011 15.7517 12.8657 -0.369 -0.020 0.288 -0.320
Si 12.0552 10.7400 9.8502 0.377 0.685 1.532 -0.008
C 8.0384 11.4075 9.1219 0.352 -0.974 -0.613 -0.380
H 13.9744 16.0647 9.1475 -0.071 0.363 -0.037 0.381
H 14.1900 12.5386 12.9524 0.441 0.892 -0.295 0.196
H 13.6606 9.5656 12.1033 -0.388 -0.741 0.361 0.214
H 16.4604 8.8719 8.4298 0.055 0.116 -0.244 0.364
H 15.8187 16.0311 10.9215 -0.801 -0.280 -0.138 0.491
H 10.4530 16.0247 13.8418 0.541 0.061 -0.420 0.582
C 10.3916 10.8520 9.0304 0.469 -0.376 -0.708 0.934
O 10.1615 14.0830 10.6591 -0.963 -0.174 -0.678 -0.356
C 11.7436 6.7259 12.3252 -0.779 0.132 -1.291 -0.476
H 10.3600 8.3177 9.6444 0.037 0.025 0.005 0.315
H 11.5216 5.8073 12.8582 0.411 0.153 0.239 0.365
H 13.0711 12.3936 7.6363 0.077 -0.237 0.008 0.163
C 12.8843 8.7969 11.9197 -0.468 1.090 -1.497 0.078
Br 11.5081 14.5591 5.8195 0.026 -0.105 -0.430 -0.222
H 9.3618 11.6823 10.7385 0.284 0.295 -0.072 0.340
H 10.1177 6.2398 11.0361 0.651 0.762 -0.221 0.299
C 14.7375 15.8380 11.1412 1.177 -0.094 -0.461 -0.867
H 14.1957 17.6201 10.0873 -0.346 -0.515 -0.269 0.463
H 13.6186 15.4727 13.6011 -0.273 0.066 0.101 0.238
C 8.3187 14.8471 9.2354 0.908 -0.586 -0.948 0.102
S 12.0291 16.4188 10.4520 1.046 0.138 0.452 0.110
C 9.2873 11.3719 9.7040 0.091 -0.361 0.307 -0.510
Cr 11.9947 13.8148 10.5898 -0.267 -0.792 -0.166 0.264
H 13.3791 14.1655 14.7288 0.202 -0.226 0.032 0.550
H 15.3284 12.5021 6.4354 -0.592 -0.363 0.340 0.378
S 14.4501 14.0131 11.0831 0.077 0.665 0.401 0.071
C 10.9248 6.9889 11.2109 -0.649 -1.420 0.990 -0.619
H 7.2067 11.7907 9.6397 -0.867 0.578 0.607 0.461
C 15.9962 10.7097 7.3812 0.137 -0.056 -0.846 -0.318
C 10.4797 14.1579 8.3732 1.231 -0.079 -0.601 0.140
C 14.4141 13.6340 12.8681 -0.351 -0.619 0.433 -0.669
H 14.6297 16.2725 12.1293 -0.309 -0.281 0.202 0.349
Br 7.2054 15.0606 10.7387 -0.114 0.136 0.336 -0.191
C 12.7542 7.6122 12.6413 -0.340 0.165 -0.272 -0.731
H 13.3839 7.3461 13.4557 0.645 0.178 0.574 0.421
Br 5.4007 14.5132 7.6526 0.217 0.069 -0.077 -0.577
H 14.3182 8.8219 9.6193 0.012 -0.648 0.291 0.450
C 15.0304 11.6759 7.0998 -0.034 -0.159 0.760 -0.960
O 12.3660 11.9741 10.9724 -0.485 -0.634 -1.438 -0.157
C 7.9300 15.1354 7.9433 -0.219 -0.369 -0.071 -0.867
```
Forces are in eV/Å.